(1)
{
  "formula": "C4H12N2",
  "method": "wB97M-V/def2-TZVPD",
  "homo_energy_ev": -8.629,
  "e_above_lowest_kj_mol": 549.1,
  "multiplicity": 1,
  "elements": ["C", "N", "C", "C", "C", "N", "H", "H", "H", "H", "H", "H", "H", "H", "H", "H", "H", "H"],
  "xyz": [[1.385, -1.453, -1.274], [0.835, -0.972, -0.008], [-0.622, -0.887, -0.135], [-1.173, -0.056, 1.052], [-0.956, 1.441, 0.906], [0.604, 1.844, -0.464], [1.123, -2.498, -1.439], [2.478, -1.496, -1.241], [1.149, -0.782, -2.105], [1.084, 0.012, -0.061], [-0.938, -0.425, -1.079], [-1.041, -1.890, -0.028], [-2.261, -0.141, 1.064], [-0.728, -0.539, 1.910], [-1.406, 2.050, 1.690], [0.302, 1.738, 0.675], [1.334, 2.534, -0.267], [-1.402, 1.742, -0.026]]
}

=====

(2)
{
  "formula": "C4H12N2",
  "method": "wB97M-V/def2-TZVPD",
  "homo_energy_ev": -8.521,
  "e_above_lowest_kj_mol": 155.8,
  "multiplicity": 1,
  "smiles": "CC(C)NCN",
  "elements": ["C", "C", "C", "N", "C", "N", "H", "H", "H", "H", "H", "H", "H", "H", "H", "H", "H", "H"],
  "xyz": [[1.023, -0.539, -1.421], [0.408, 0.593, -0.473], [1.456, 1.709, -0.166], [-0.176, 0.024, 0.658], [-1.351, -0.781, 0.560], [-2.354, -0.510, 1.672], [0.928, -0.196, -2.475], [2.176, -0.793, -1.123], [0.427, -1.529, -1.286], [-0.524, 0.894, -0.953], [1.160, 2.646, 0.292], [2.194, 1.268, 0.419], [1.935, 2.024, -1.154], [0.415, -0.486, 1.287], [-1.789, -0.518, -0.503], [-1.072, -1.841, 0.477], [-1.799, -0.730, 2.557], [-3.058, -1.235, 1.631]]
}

=====

(3)
{
  "formula": "C4H12N2",
  "method": "wB97M-V/def2-TZVPD",
  "homo_energy_ev": -8.810,
  "e_above_lowest_kj_mol": 36.2,
  "multiplicity": 1,
  "smiles": "CC[C@H](N)CN",
  "elements": ["N", "C", "C", "C", "C", "N", "H", "H", "H", "H", "H", "H", "H", "H", "H", "H", "H", "H"],
  "xyz": [[0.174, 1.593, -0.017], [1.977, -1.136, -0.593], [0.891, -0.763, 0.411], [-0.178, 0.187, -0.159], [-1.550, -0.092, 0.446], [-2.522, 0.975, 0.283], [0.581, 1.760, 0.900], [0.862, 1.862, -0.711], [2.969, -1.286, -0.170], [1.741, -2.050, -1.123], [2.060, -0.338, -1.334], [1.360, -0.284, 1.280], [0.423, -1.634, 0.856], [-0.171, 0.004, -1.246], [-1.940, -1.011, 0.009], [-1.427, -0.326, 1.516], [-2.026, 1.822, 0.039], [-3.224, 0.718, -0.388]]
}

=====

(4)
{
  "formula": "C4H12N2",
  "method": "wB97M-V/def2-TZVPD",
  "homo_energy_ev": -9.038,
  "e_above_lowest_kj_mol": 133.3,
  "multiplicity": 1,
  "smiles": "C=CC.NCN",
  "elements": ["C", "C", "C", "H", "H", "H", "H", "H", "H", "N", "C", "N", "H", "H", "H", "H", "H", "H"],
  "xyz": [[0.260, -2.475, -3.567], [0.640, -1.528, -2.475], [0.916, -1.790, -1.217], [-0.822, -2.436, -3.634], [0.552, -3.513, -3.421], [0.700, -2.155, -4.513], [0.550, -0.484, -2.789], [0.843, -1.105, -0.387], [1.105, -2.795, -0.823], [0.672, 1.797, 2.187], [-0.764, 1.821, 2.006], [-1.586, 2.334, 3.088], [0.976, 2.676, 2.602], [0.952, 1.152, 2.924], [-1.114, 0.808, 1.793], [-0.958, 2.436, 1.131], [-1.380, 1.913, 3.983], [-1.541, 3.344, 3.111]]
}

=====

(5)
{
  "formula": "C4H12N2",
  "method": "wB97M-V/def2-TZVPD",
  "homo_energy_ev": -6.785,
  "e_above_lowest_kj_mol": 511.0,
  "multiplicity": 1,
  "elements": ["N", "C", "C", "C", "C", "N", "H", "H", "H", "H", "H", "H", "H", "H", "H", "H", "H", "H"],
  "xyz": [[-0.116, -2.280, 0.113], [0.785, 0.724, 2.259], [0.737, 0.536, 0.768], [-0.250, 1.141, -0.004], [-0.256, 0.912, -1.487], [-0.841, -0.354, -1.833], [-0.458, -3.165, -0.257], [0.838, -2.239, -0.226], [-0.144, 0.525, 2.778], [1.585, 0.121, 2.685], [1.082, 1.758, 2.435], [-0.239, -0.163, 0.400], [1.633, 0.192, 0.266], [-1.012, 1.783, 0.418], [-0.726, 1.771, -2.004], [0.780, 0.904, -1.854], [-1.854, -0.318, -1.729], [-0.566, -1.537, -0.518]]
}

=====

(6)
{
  "formula": "C4H12N2",
  "method": "wB97M-V/def2-TZVPD",
  "homo_energy_ev": -9.009,
  "e_above_lowest_kj_mol": 162.4,
  "multiplicity": 1,
  "smiles": "NCCN.C=C",
  "elements": ["N", "C", "C", "N", "H", "H", "H", "H", "H", "H", "H", "H", "C", "C", "H", "H", "H", "H"],
  "xyz": [[-0.640, 1.128, -2.729], [-0.771, 0.131, -1.649], [-1.314, 0.888, -0.436], [-1.172, 0.151, 0.806], [-1.514, 1.416, -3.113], [-0.106, 0.790, -3.497], [0.264, -0.239, -1.438], [-1.373, -0.793, -1.885], [-0.906, 1.900, -0.414], [-2.387, 1.156, -0.610], [-1.660, 0.591, 1.583], [-1.549, -0.812, 0.704], [1.766, -0.654, 1.787], [2.599, -1.438, 2.478], [1.460, -0.873, 0.744], [1.408, 0.287, 2.210], [2.912, -2.391, 1.986], [2.984, -1.238, 3.473]]
}

=====

(7)
{
  "formula": "C4H12N2O",
  "method": "wB97M-V/def2-TZVPD",
  "homo_energy_ev": -8.285,
  "e_above_lowest_kj_mol": 380.1,
  "multiplicity": 1,
  "smiles": "CO[C@H](C)N(C)N",
  "elements": ["C", "C", "C", "C", "N", "N", "O", "H", "H", "H", "H", "H", "H", "H", "H", "H", "H", "H", "H"],
  "xyz": [[-0.270, -1.772, -0.443], [1.967, 0.996, -0.531], [-2.304, 0.791, 0.167], [-0.112, -0.287, -0.446], [1.367, -0.021, 1.479], [1.249, -0.034, 0.087], [-0.992, 0.434, 0.357], [-0.346, -2.111, -1.424], [-1.016, -2.150, 0.218], [0.714, -2.109, 0.037], [1.951, 2.032, -0.031], [2.935, 0.713, -0.661], [1.568, 1.167, -1.497], [-2.827, 1.241, 1.106], [-2.812, -0.132, -0.045], [-2.606, 1.435, -0.626], [-0.184, 0.128, -1.457], [0.741, 0.667, 1.981], [0.976, -0.988, 1.729]]
}

=====

(8)
{
  "formula": "C4H12N2O",
  "method": "wB97M-V/def2-TZVPD",
  "homo_energy_ev": -8.274,
  "e_above_lowest_kj_mol": 325.1,
  "multiplicity": 1,
  "elements": ["C", "C", "C", "C", "N", "N", "O", "H", "H", "H", "H", "H", "H", "H", "H", "H", "H", "H", "H"],
  "xyz": [[-0.968, -0.084, -1.117], [0.128, 0.304, 0.395], [1.279, 0.107, -0.454], [-0.133, -0.652, 1.526], [-2.218, -0.587, -0.601], [2.337, 0.843, 0.703], [-1.194, 1.128, -1.776], [-1.680, 1.695, -1.163], [-0.540, -0.742, -1.886], [-0.131, 1.338, 0.602], [-2.102, -1.488, -0.157], [-2.901, -0.705, -1.346], [3.055, 1.437, 0.297], [2.735, 0.232, 1.411], [1.591, -0.928, -0.595], [1.376, 0.768, -1.308], [-1.200, -0.686, 1.751], [0.374, -0.314, 2.428], [0.193, -1.665, 1.288]]
}

=====

Number 1: HOMO-LUMO gap 8.0 eV. Number 2: HOMO-LUMO gap 9.6 eV. Number 3: HOMO-LUMO gap 9.9 eV. Number 4: HOMO-LUMO gap 10.1 eV. Number 5: HOMO-LUMO gap 6.6 eV. Number 6: HOMO-LUMO gap 10.1 eV. Number 7: HOMO-LUMO gap 9.2 eV. Number 8: HOMO-LUMO gap 9.3 eV.